#one
Entry from the Open Molecules 2025 dataset: C2H6N2S in the gas phase (wB97M-V/def2-TZVPD).

As for the SMILES: [H]/N=C(/N)SC. The calculation puts the HOMO energy at -8.95 eV. The LUMO energy comes out at 0.69 eV.

Cartesian coordinates (Å):
1 H -2.54 -0.03 -0.33
2 N -1.84 -0.26 -1.07
3 C -0.60 -0.03 -0.69
4 N 0.43 -0.20 -1.57
5 S -0.11 0.35 1.02
6 C 1.68 -0.07 1.10
7 H 0.23 -0.85 -2.31
8 H 1.25 -0.44 -1.11
9 H 2.25 0.64 0.55
10 H 1.98 0.08 2.15
11 H 1.95 -1.08 0.80

Per-atom Löwdin charges, elementary charge units: H 0.04; N 0.04; C -0.80; N 0.07; S 0.85; C -0.42; H 0.10; H 0.01; H 0.02; H 0.05; H 0.04


#two
Entry from the Open Molecules 2025 dataset: a molecular structure, C2H6N2S (wB97M-V/def2-TZVPD).

The calculation puts the HOMO energy at -8.51 eV. The LUMO energy comes out at 0.21 eV.

Cartesian coordinates (Å):
1 C 0.36 1.23 0.45
2 C 0.58 -1.11 0.37
3 H -0.73 1.79 0.41
4 H 0.78 0.73 1.69
5 H 1.44 1.93 0.11
6 H -0.65 -1.04 -1.89
7 H -2.19 0.15 -0.89
8 H 0.94 -0.97 1.38
9 N -0.01 -0.08 -0.21
10 N -0.98 -0.03 -1.33
11 S 0.46 -2.60 -0.10

Per-atom Löwdin charges, elementary charge units: C -0.10; C -0.85; H 0.10; H 0.15; H 0.14; H 0.12; H 0.20; H 0.03; N -0.39; N -0.03; S 0.64


Which is the most stable structure? #one is the most stable.


#one
Entry from the Open Molecules 2025 dataset: a molecular structure, C7H10O (wB97M-V/def2-TZVPD).

The calculation puts the HOMO energy at -8.36 eV. The LUMO energy comes out at 0.80 eV.

Cartesian coordinates (Å):
1 C 0.23 -1.47 -0.61
2 C 0.88 -0.34 0.27
3 C 2.18 0.12 -0.45
4 C 0.84 0.96 -0.67
5 C -1.15 0.44 0.32
6 C -2.48 0.83 0.20
7 C -0.07 0.25 1.21
8 H 1.18 -2.43 -0.50
9 H -0.70 -1.96 0.13
10 H -0.40 -1.44 -1.79
11 H 2.82 0.72 -0.06
12 H 2.44 -0.65 -1.19
13 H 1.14 1.75 0.04
14 H -3.02 0.71 1.13
15 H -2.92 0.93 -1.01
16 H 0.32 1.07 1.99
17 H -0.78 -0.27 1.86
18 O -0.53 0.75 -0.87

Per-atom Löwdin charges, elementary charge units: C -0.09; C -0.38; C 0.05; C -0.16; C -0.44; C 0.08; C -0.17; H 0.15; H 0.13; H 0.18; H 0.04; H 0.10; H 0.13; H 0.04; H 0.17; H 0.19; H 0.12; O -0.14


#two
Entry from the Open Molecules 2025 dataset: C7H10O in the gas phase (wB97M-V/def2-TZVPD).

As for the SMILES: C=C1OC[C@@H](C)C1=C. The calculation puts the HOMO energy at -8.62 eV. The LUMO energy comes out at 0.92 eV.

Cartesian coordinates (Å):
1 C -2.68 -0.67 0.09
2 C -1.63 0.11 -0.05
3 O -1.42 1.45 -0.05
4 C -0.12 1.72 0.24
5 C 0.70 0.54 -0.46
6 C 2.21 0.47 0.16
7 C -0.13 -0.61 -0.15
8 C 0.06 -1.92 -0.04
9 H -3.76 -0.47 -0.08
10 H -2.34 -1.77 0.28
11 H 0.08 1.60 1.29
12 H 0.28 2.68 -0.34
13 H 0.80 0.60 -1.55
14 H 2.26 0.77 1.16
15 H 2.88 1.04 -0.41
16 H 2.57 -0.50 -0.05
17 H 0.96 -2.55 -0.32
18 H -0.69 -2.47 0.28

Per-atom Löwdin charges, elementary charge units: C 0.06; C -0.28; O -0.03; C -0.17; C -0.26; C -0.01; C -0.19; C 0.06; H 0.07; H 0.08; H 0.12; H 0.17; H 0.15; H 0.05; H 0.05; H 0.05; H 0.10; H -0.01


#three
Entry from the Open Molecules 2025 dataset: C7H10O in the gas phase (wB97M-V/def2-TZVPD).

As for the SMILES: CC1=CC[C@@H](C)C1=O. The calculation puts the HOMO energy at -9.28 eV. The LUMO energy comes out at 0.81 eV.

Cartesian coordinates (Å):
1 C -2.70 -0.37 0.10
2 C -1.32 0.18 -0.25
3 C -0.68 1.37 -0.08
4 C 0.89 1.32 -0.07
5 C 1.09 -0.14 -0.54
6 C 2.22 -0.78 0.31
7 C -0.21 -0.79 -0.44
8 O -0.37 -1.92 -0.13
9 H -3.27 0.51 0.02
10 H -2.66 -0.88 1.17
11 H -3.23 -1.25 -0.43
12 H -1.36 2.18 0.53
13 H 1.63 1.65 0.65
14 H 1.11 2.02 -0.82
15 H 1.32 -0.27 -1.58
16 H 2.40 -1.84 0.15
17 H 3.21 -0.39 0.08
18 H 1.93 -0.59 1.35

Per-atom Löwdin charges, elementary charge units: C -0.05; C -0.21; C 0.00; C -0.11; C -0.29; C -0.04; C -0.42; O 0.12; H 0.04; H 0.13; H 0.11; H 0.16; H 0.12; H 0.08; H 0.15; H 0.08; H 0.07; H 0.09


#four
Entry from the Open Molecules 2025 dataset: a molecular structure, C7H10O (wB97M-V/def2-TZVPD).

The calculation puts the HOMO energy at -9.13 eV. The LUMO energy comes out at 1.12 eV.

Cartesian coordinates (Å):
1 C 1.07 1.45 0.77
2 C -0.02 1.94 -0.19
3 C -0.07 0.47 -0.74
4 C -0.64 -0.97 -1.13
5 C -1.13 -1.70 0.14
6 C 0.36 -1.45 0.44
7 C 0.35 0.10 0.66
8 H 2.04 1.42 0.25
9 H 1.27 1.87 1.73
10 H -0.97 2.13 0.38
11 H 0.24 2.78 -0.88
12 H 0.84 0.53 -1.41
13 H -1.02 -1.13 -2.16
14 H -1.90 -1.16 0.70
15 H -1.43 -2.70 -0.12
16 H 0.93 -2.02 1.18
17 H -0.53 0.15 1.33
18 O 0.62 -1.72 -0.94

Per-atom Löwdin charges, elementary charge units: C -0.12; C -0.13; C -0.19; C -0.18; C -0.04; C -0.26; C -0.25; H 0.11; H 0.09; H 0.12; H 0.11; H 0.15; H 0.15; H 0.11; H 0.11; H 0.14; H 0.14; O -0.07


Which is the most stable structure? #three is the most stable.


#one
Entry from the Open Molecules 2025 dataset: a molecular structure, C29H26F6IrN5O5S3 (wB97M-V/def2-TZVPD).

The calculation puts the HOMO energy at -7.70 eV. The LUMO energy comes out at 0.32 eV.

Cartesian coordinates (Å):
1 Ir -0.19 -0.08 -0.16
2 C -4.00 3.25 -0.87
3 C -5.15 2.49 -1.48
4 C -6.47 2.87 -1.24
5 C -7.53 2.17 -1.80
6 C -7.29 1.08 -2.62
7 C -5.99 0.68 -2.86
8 C -4.93 1.38 -2.30
9 N -3.59 0.94 -2.56
10 C -2.79 0.43 -1.56
11 N -3.46 -0.08 -0.51
12 C -3.00 -0.76 0.64
13 C -1.64 -0.88 0.94
14 C -1.32 -1.62 2.09
15 C -2.29 -2.18 2.90
16 C -3.63 -2.01 2.58
17 C -4.00 -1.31 1.45
18 C -5.46 -1.14 1.10
19 N -1.50 0.43 -1.66
20 C -0.94 1.04 -2.84
21 C -0.49 2.35 -2.76
22 C 0.03 2.98 -3.87
23 C 0.11 2.29 -5.07
24 C -0.32 0.98 -5.14
25 C -0.86 0.32 -4.03
26 C -1.33 -1.10 -4.16
27 H -4.34 4.21 -0.49
28 H -3.21 3.43 -1.60
29 H -3.55 2.70 -0.04
30 H -6.66 3.73 -0.61
31 H -8.54 2.49 -1.60
32 H -8.12 0.54 -3.06
33 H -5.77 -0.17 -3.49
34 H -3.09 1.37 -3.32
35 H -4.46 -0.04 -0.61
36 H -0.27 -1.77 2.33
37 H -2.00 -2.74 3.77
38 H -4.40 -2.44 3.22
39 H -6.08 -1.62 1.86
40 H -5.71 -1.61 0.14
41 H -5.76 -0.09 1.05
42 H -0.54 2.86 -1.80
43 H 0.39 4.00 -3.80
44 H 0.53 2.76 -5.95
45 H -0.24 0.43 -6.08
46 H -0.59 -1.69 -4.70
47 H -2.26 -1.15 -4.72
48 H -1.49 -1.56 -3.19
49 F 4.08 -0.40 -0.24
50 C 4.16 0.09 -1.47
51 F 4.61 1.34 -1.41
52 F 5.03 -0.64 -2.17
53 S 2.51 0.08 -2.30
54 O 1.66 0.73 -1.31
55 O 2.72 0.73 -3.55
56 N 2.17 -1.44 -2.51
57 S 1.52 -2.38 -1.44
58 O 0.13 -2.00 -1.13
59 O 2.36 -2.77 -0.35
60 C 1.29 -3.89 -2.47
61 F 2.47 -4.34 -2.87
62 F 0.70 -4.81 -1.71
63 F 0.53 -3.65 -3.53
64 O 1.25 -0.50 1.21
65 N 1.53 0.50 2.07
66 C 2.55 0.25 2.93
67 C 2.93 1.17 3.85
68 C 2.23 2.39 3.90
69 C 1.21 2.62 3.02
70 C 0.85 1.65 2.07
71 S -0.41 1.91 0.92
72 H 3.00 -0.72 2.79
73 H 3.74 0.95 4.52
74 H 2.51 3.15 4.63
75 H 0.66 3.55 3.03

Per-atom Löwdin charges, elementary charge units: Ir 1.10; C -0.02; C -0.20; C -0.04; C -0.08; C -0.08; C -0.02; C -0.22; N 0.15; C -0.36; N 0.17; C -0.19; C -0.26; C -0.10; C -0.09; C -0.06; C -0.22; C -0.05; N -0.05; C -0.27; C -0.05; C -0.07; C -0.08; C -0.04; C -0.22; C -0.03; H 0.08; H 0.08; H 0.08; H 0.11; H 0.10; H 0.10; H 0.12; H 0.15; H 0.10; H 0.09; H 0.10; H 0.11; H 0.08; H 0.09; H 0.08; H 0.08; H 0.11; H 0.11; H 0.12; H 0.08; H 0.09; H 0.07; F 0.14; C -0.68; F 0.15; F 0.15; S 0.62; O -0.39; O -0.23; N -0.27; S 0.64; O -0.40; O -0.24; C -0.69; F 0.16; F 0.15; F 0.15; O -0.30; N -0.16; C 0.00; C -0.05; C -0.06; C -0.08; C -0.59; S 0.73; H 0.15; H 0.11; H 0.11; H 0.11


#two
Entry from the Open Molecules 2025 dataset: a molecular structure, C29H26F6IrN5O5S3 (wB97M-V/def2-TZVPD).

The calculation puts the HOMO energy at -7.70 eV. The LUMO energy comes out at -1.62 eV.

Cartesian coordinates (Å):
1 Ir 0.72 0.36 -0.56
2 C -1.24 -1.77 -2.74
3 C -2.45 -2.14 -1.95
4 C -3.66 -2.35 -2.60
5 C -4.82 -2.65 -1.90
6 C -4.77 -2.75 -0.52
7 C -3.58 -2.54 0.15
8 C -2.42 -2.24 -0.56
9 N -1.19 -2.09 0.11
10 C -0.92 -1.28 1.15
11 N -1.97 -0.51 1.65
12 C -2.26 0.63 0.85
13 C -1.45 0.99 -0.25
14 C -1.94 2.05 -1.02
15 C -3.07 2.76 -0.68
16 C -3.78 2.43 0.46
17 C -3.38 1.36 1.24
18 C -4.13 0.98 2.48
19 N 0.31 -1.01 1.50
20 C 0.78 -0.78 2.76
21 C 0.39 -1.66 3.78
22 C 0.91 -1.55 5.05
23 C 1.83 -0.54 5.33
24 C 2.21 0.34 4.33
25 C 1.70 0.25 3.05
26 C 2.09 1.24 2.01
27 H -1.50 -1.56 -3.77
28 H -0.49 -2.56 -2.72
29 H -0.78 -0.88 -2.31
30 H -3.71 -2.25 -3.67
31 H -5.74 -2.82 -2.43
32 H -5.67 -2.99 0.03
33 H -3.53 -2.63 1.22
34 H -0.36 -2.40 -0.38
35 H -1.90 -0.29 2.64
36 H -1.42 2.32 -1.93
37 H -3.40 3.58 -1.31
38 H -4.65 3.01 0.74
39 H -5.05 1.55 2.58
40 H -3.52 1.15 3.37
41 H -4.39 -0.08 2.46
42 H -0.31 -2.45 3.55
43 H 0.61 -2.24 5.82
44 H 2.23 -0.44 6.32
45 H 2.91 1.13 4.56
46 H 2.84 1.93 2.40
47 H 1.23 1.81 1.66
48 H 2.53 0.72 1.15
49 F 3.43 -4.77 0.11
50 C 2.46 -4.14 -0.54
51 F 1.29 -4.48 0.03
52 F 2.42 -4.59 -1.80
53 S 2.62 -2.27 -0.48
54 O 1.33 -1.89 -1.03
55 O 2.85 -1.96 0.89
56 N 3.81 -2.03 -1.46
57 S 4.24 -0.51 -1.45
58 O 3.20 0.32 -0.90
59 O 4.88 -0.07 -2.64
60 C 5.61 -0.49 -0.15
61 F 6.42 -1.53 -0.37
62 F 6.34 0.62 -0.25
63 F 5.17 -0.57 1.10
64 O 1.35 2.58 -0.62
65 N 1.28 3.24 -1.73
66 C 1.38 4.58 -1.66
67 C 1.28 5.38 -2.77
68 C 1.07 4.79 -4.02
69 C 0.99 3.42 -4.09
70 C 1.09 2.63 -2.94
71 S 0.97 0.93 -3.03
72 H 1.53 4.95 -0.66
73 H 1.34 6.45 -2.66
74 H 0.95 5.39 -4.91
75 H 0.83 2.91 -5.03

Per-atom Löwdin charges, elementary charge units: Ir 1.13; C -0.06; C -0.20; C -0.04; C -0.08; C -0.08; C -0.02; C -0.18; N 0.17; C -0.39; N 0.11; C -0.21; C -0.09; C -0.12; C -0.09; C -0.05; C -0.22; C -0.04; N 0.07; C -0.26; C -0.03; C -0.10; C -0.10; C -0.05; C -0.21; C -0.06; H 0.09; H 0.09; H -0.02; H 0.11; H 0.10; H 0.10; H 0.11; H 0.10; H 0.14; H 0.07; H 0.10; H 0.11; H 0.08; H 0.09; H 0.08; H 0.11; H 0.10; H 0.10; H 0.11; H 0.09; H 0.07; H 0.03; F 0.16; C -0.65; F 0.13; F 0.15; S 0.61; O -0.42; O -0.24; N -0.26; S 0.59; O -0.42; O -0.24; C -0.65; F 0.14; F 0.14; F 0.14; O -0.20; N -0.20; C 0.00; C -0.04; C -0.05; C -0.08; C -0.63; S 0.79; H 0.14; H 0.11; H 0.11; H 0.11


Which is the most stable structure? #one is the most stable.


#one
Entry from the Open Molecules 2025 dataset: a molecular structure, H17O8 (wB97M-V/def2-TZVPD).

The calculation puts the HOMO energy at -14.36 eV. As for the total charge: +1. The LUMO energy comes out at -2.98 eV.

Cartesian coordinates (Å):
1 O -1.00 -0.75 1.30
2 H -1.16 -1.33 2.05
3 H -0.01 -1.29 0.72
4 O -2.20 -0.90 -0.91
5 H -1.67 -1.56 -1.42
6 H -2.55 -0.39 -1.65
7 O -0.14 -1.35 -2.48
8 H 0.34 -1.31 -1.62
9 H 0.46 -1.66 -3.14
10 O 2.77 0.05 0.62
11 H 3.69 -0.21 0.67
12 H 1.51 0.60 1.75
13 O 0.60 0.89 2.02
14 H 0.72 1.33 2.87
15 H -0.47 0.21 1.46
16 O 0.50 2.38 -0.89
17 H 0.51 3.30 -0.63
18 H 1.43 2.14 -0.80
19 O 0.77 -1.64 -0.04
20 H 1.01 -2.56 0.00
21 H 2.23 -0.68 0.26
22 O -1.77 1.26 0.06
23 H -1.16 1.95 -0.28
24 H -2.66 1.63 0.11
25 H -1.75 -0.12 -0.04

Per-atom Löwdin charges, elementary charge units: O -0.08; H 0.13; H 0.01; O 0.06; H 0.10; H 0.13; O -0.08; H 0.00; H 0.05; O -0.06; H 0.07; H 0.06; O 0.00; H 0.11; H 0.08; O -0.03; H 0.07; H 0.06; O -0.16; H 0.07; H 0.01; O 0.01; H 0.07; H 0.13; H 0.19


#two
Entry from the Open Molecules 2025 dataset: 8 unconnected molecules or ions with the total composition H17O8 (wB97M-V/def2-TZVPD).

The calculation puts the HOMO energy at -13.65 eV. As for the total charge: +1. The LUMO energy comes out at -3.50 eV.

Cartesian coordinates (Å):
1 O -0.54 0.10 -0.20
2 H 0.01 -0.14 0.59
3 H -0.40 1.10 0.00
4 H -0.16 0.06 -1.04
5 O -0.94 -3.35 1.81
6 H -1.78 -3.28 1.11
7 H -0.37 -2.68 1.54
8 O -0.36 2.84 0.22
9 H 0.19 3.10 -0.52
10 H 0.13 3.02 1.08
11 O 2.42 0.74 -0.51
12 H 3.17 0.37 -1.04
13 H 2.64 0.53 0.29
14 O 0.28 0.92 -2.86
15 H -0.34 1.31 -3.36
16 H 0.48 0.46 -3.52
17 O 0.58 -0.42 2.29
18 H 1.50 -0.23 2.02
19 H 0.60 0.04 3.07
20 O -3.50 1.15 0.35
21 H -3.57 1.95 -0.11
22 H -3.33 0.53 -0.43
23 O 0.96 -2.36 -0.18
24 H 1.74 -2.67 0.19
25 H 0.57 -3.08 -0.80

Per-atom Löwdin charges, elementary charge units: O 0.23; H 0.09; H 0.12; H 0.06; O -0.10; H 0.14; H -0.09; O -0.03; H 0.07; H 0.12; O 0.02; H 0.11; H -0.08; O 0.12; H 0.02; H -0.04; O 0.03; H 0.08; H 0.03; O -0.06; H 0.00; H 0.07; O -0.05; H 0.01; H 0.13


Which is the most stable structure? #one is the most stable.